*w*
Here is an isolated ion of composition C9H14NO and charge +1 from the OMol25 dataset. Energies are from ωB97M-V with the def2-TZVPD basis set.

Lowest unoccupied orbital energy (eV): -2.8
Total charge: +1
SMILES: C#C[C@@]1(O)C[C@H]2CC[N@@H+]1CC2
Kohn-Sham gap (eV): 11.71

```
25
Properties=species:S:1:pos:R:3:mulliken_charge:R:1
C -1.00082 0.05967 3.59382 0.2819
C -0.71015 -0.34131 2.51554 -1.4698
C -0.43725 -0.78984 0.87789 0.9508
O -0.25529 -2.18475 0.68115 -0.5022
C -1.37020 -0.19105 -0.13305 -0.7867
C -0.68635 0.58341 -1.21757 -0.0141
C 0.31028 -0.35847 -1.87517 -0.8088
C 1.39346 -0.89780 -0.91429 -0.6600
N 0.96683 -0.32449 0.39969 -0.2718
C 1.07559 1.12186 0.34704 -0.8793
C 0.07304 1.74419 -0.58606 -0.7165
H -1.52953 0.56514 4.32750 0.4706
H -1.05344 -2.46497 0.20579 0.4401
H -2.03920 0.56131 0.29469 0.3416
H -2.06244 -1.06392 -0.56011 0.2730
H -1.47578 0.74963 -1.84362 0.4653
H 0.79801 0.15741 -2.62206 0.4162
H -0.21780 -1.18987 -2.32329 0.4753
H 1.32191 -1.94676 -0.93009 0.3631
H 2.38296 -0.60558 -1.23838 0.4012
H 1.65923 -0.73342 1.12807 0.4440
H 2.06685 1.36975 0.01778 0.3996
H 1.00469 1.52385 1.30324 0.4949
H -0.63505 2.24129 -0.00322 0.4488
H 0.42044 2.41472 -1.44525 0.4426
```

*x*
Here is an isolated ion of composition C9H14NO and charge +1 from the OMol25 dataset. Energies are from ωB97M-V with the def2-TZVPD basis set.

Lowest unoccupied orbital energy (eV): -3.3
Total charge: +1
SMILES: Cc1occc1[C@@]1([NH3+])C[C@@H]1C
Kohn-Sham gap (eV): 8.83

```
25
Properties=species:S:1:pos:R:3:mulliken_charge:R:1
C -0.59781 -1.41114 -2.15326 -1.4136
C 0.03496 -0.11972 -1.98525 0.2471
O 0.58207 0.44598 -3.02199 -0.3400
C 1.27793 1.50378 -2.60213 -0.3436
C 1.23355 1.72742 -1.28704 -1.0924
C 0.30470 0.65457 -0.88543 0.4116
C 0.07862 0.38068 0.59777 0.4767
N 1.38184 0.20566 1.32254 -0.1452
C -0.96968 1.02514 1.46272 -0.7073
C -1.12351 -0.34132 1.18944 0.3239
C -0.86447 -1.47104 2.18312 -1.8252
H -0.10932 -2.00753 -2.88333 0.4246
H -0.58792 -1.94059 -1.27010 0.3530
H -1.73911 -1.19002 -2.48830 0.2571
H 1.65941 2.00856 -3.54406 0.4070
H 1.48310 2.62421 -0.74725 0.4413
H 1.43859 1.06841 1.88487 0.4616
H 2.23550 -0.03682 0.79732 0.3870
H 1.21318 -0.61040 2.08267 0.3188
H -1.77035 1.76121 1.20024 0.3013
H -0.68262 1.49418 2.41062 0.2836
H -1.99882 -0.59254 0.60295 0.4473
H -0.21624 -1.14129 2.88732 0.5774
H -0.57967 -2.22726 1.47780 0.3682
H -1.68391 -1.81013 2.76877 0.3798
```

Of them, *x* has the highest stability.

*w*
Here is C21H30CuN4OS as an isolated structure from the OMol25 dataset. Energies are from ωB97M-V with the def2-TZVPD basis set.

Lowest unoccupied orbital energy (eV): 2.9
Total charge: -1
Kohn-Sham gap (eV): 5.43

```
58
Properties=species:S:1:pos:R:3:mulliken_charge:R:1
Cu 0.00750 0.11390 0.11960 -0.4117
C -2.27840 -3.53350 -3.55530 -0.8872
C -1.43060 -4.25710 -2.50710 -0.9546
N -0.07730 -3.76730 -2.44680 0.1951
C 0.97310 -4.48430 -3.12760 -0.6371
C 1.13980 -4.09560 -4.60010 -1.2159
C 0.21660 -2.59020 -1.80880 0.3257
S -1.05260 -1.81590 -0.98310 -0.4079
N 1.48490 -2.24180 -1.92170 -0.0422
C 2.08350 -1.11770 -1.55110 -0.1471
O 1.59300 -0.06880 -1.03460 -0.8026
C 3.51790 -1.07150 -1.90760 0.7681
C 4.32300 -0.07270 -1.35230 -0.5017
C 5.64180 0.05990 -1.72980 -0.6419
C 6.19040 -0.79360 -2.67770 -0.3763
C 5.40070 -1.78970 -3.23450 -0.6933
C 4.08250 -1.93450 -2.85290 -0.0715
H -3.27760 -3.96330 -3.57230 0.3677
H -1.82890 -3.60440 -4.54350 0.2270
H -2.34710 -2.48510 -3.28040 0.2791
H -1.40020 -5.33090 -2.71950 0.3788
H -1.89100 -4.09970 -1.52510 0.4663
H 0.77370 -5.56030 -3.05610 0.3880
H 1.90260 -4.25890 -2.59570 0.4151
H 0.26080 -4.36410 -5.18450 0.4139
H 2.00590 -4.61220 -5.01170 0.3918
H 1.30270 -3.02340 -4.67590 0.2132
H 3.88520 0.58770 -0.61540 0.4293
H 6.25330 0.83570 -1.28800 0.3901
H 7.22010 -0.67330 -2.99210 0.3641
H 5.82420 -2.45190 -3.97940 0.3872
H 3.46470 -2.70570 -3.28560 0.2721
C 0.65570 -1.38380 4.22690 -1.7451
C 0.69020 -1.33250 2.69290 0.9209
C 2.12580 -1.48770 2.20050 -1.0753
C 0.08010 -0.03920 2.13900 -0.8837
H 1.08520 -2.31740 4.59770 0.4179
H -0.37190 -1.31450 4.58370 0.4226
H 1.22110 -0.55020 4.64380 0.3351
H 0.10590 -2.18250 2.31590 0.1341
H 2.72630 -0.63740 2.52190 0.2866
H 2.13570 -1.50930 1.11420 -0.0945
H 2.58680 -2.40620 2.56910 0.4224
H 0.61930 0.80550 2.59980 0.3987
H -0.94770 0.02490 2.53520 0.3294
N 0.18800 1.66590 -2.67950 -0.3557
C -0.74700 2.27210 -1.90880 0.6337
C -1.39500 3.44290 -2.33000 -0.8639
C -2.36270 4.00820 -1.52680 -0.1720
C -2.66660 3.39430 -0.31450 -0.8397
C -1.99890 2.23350 0.01970 -0.0717
N -1.06100 1.67840 -0.74440 0.0432
H 0.62750 2.19490 -3.41280 0.2465
H 0.75370 0.96690 -2.19160 0.2495
H -1.12240 3.87800 -3.28130 0.3088
H -2.86560 4.91560 -1.83310 0.3800
H -3.40490 3.81480 0.35100 0.3844
H -2.19590 1.71860 0.94910 0.3056
```

*x*
Here is C21H30CuN4OS as an isolated structure from the OMol25 dataset. Energies are from ωB97M-V with the def2-TZVPD basis set.

Lowest unoccupied orbital energy (eV): 3.0
Total charge: -1
Kohn-Sham gap (eV): 6.43

```
58
Properties=species:S:1:pos:R:3:mulliken_charge:R:1
Cu -0.71794 0.20590 1.45706 -0.7936
C -3.34231 -1.60392 -3.02976 -0.7149
C -2.47947 -2.70024 -2.41527 -0.9793
N -1.08171 -2.32522 -2.28312 0.1287
C -0.20301 -2.51595 -3.42907 -0.7434
C 0.08641 -1.22676 -4.19191 -0.8217
C -0.59835 -1.68802 -1.18276 0.5598
S -1.67702 -1.28296 0.09159 -0.1132
N 0.71727 -1.51401 -1.14656 -0.1446
C 1.31958 -0.38812 -0.77212 -0.2894
O 0.86602 0.76316 -0.88829 -0.9091
C 2.70720 -0.55226 -0.20590 0.3911
C 3.41318 0.58281 0.17522 -0.2418
C 4.67627 0.46617 0.73545 -0.6087
C 5.24165 -0.78839 0.92074 -0.3318
C 4.53772 -1.92516 0.54561 -0.7027
C 3.27414 -1.80681 -0.01455 -0.0439
H -4.39097 -1.90938 -3.04202 0.4016
H -3.03998 -1.38870 -4.05685 0.2521
H -3.24856 -0.69379 -2.43608 0.0888
H -2.51870 -3.60681 -3.02592 0.4002
H -2.85557 -2.94811 -1.42505 0.4965
H -0.68541 -3.24220 -4.08676 0.4241
H 0.73620 -2.94530 -3.07827 0.3814
H -0.83204 -0.78884 -4.58590 0.2029
H 0.75998 -1.42517 -5.02906 0.3820
H 0.56094 -0.50074 -3.53204 0.1313
H 2.93919 1.54575 0.04036 0.3481
H 5.21579 1.35435 1.04139 0.3650
H 6.22527 -0.88102 1.36577 0.3763
H 4.97126 -2.90609 0.69923 0.3788
H 2.70420 -2.68090 -0.29999 0.4425
C 1.64571 1.16461 5.03946 -1.6906
C 0.95883 0.31139 3.96642 0.9082
C 1.99707 -0.57395 3.28105 -1.0221
C 0.18544 1.15397 2.94613 -0.6924
H 2.16986 0.55612 5.78628 0.4248
H 0.91852 1.79295 5.56017 0.4105
H 2.37907 1.82902 4.57030 0.3022
H 0.24857 -0.35040 4.48013 0.1798
H 2.70975 0.04373 2.72402 0.0296
H 1.51854 -1.24218 2.56227 0.1044
H 2.56476 -1.17659 3.99909 0.4752
H 0.90229 1.84948 2.47356 0.2833
H -0.51233 1.80347 3.49977 0.4054
N -1.64406 1.71356 -1.76141 -0.1058
C -2.49211 2.23013 -0.84052 0.6338
C -3.68465 2.88255 -1.22037 -0.8089
C -4.51125 3.37651 -0.23894 -0.2012
C -4.16244 3.22121 1.10127 -0.8556
C -2.97895 2.55896 1.37509 -0.0434
N -2.15925 2.07535 0.44714 -0.0254
H -1.77078 1.94516 -2.72778 0.2107
H -0.75815 1.30195 -1.45370 0.1284
H -3.93598 2.98009 -2.26972 0.2735
H -5.43135 3.88007 -0.51314 0.3747
H -4.78640 3.59526 1.90075 0.3765
H -2.65196 2.39422 2.39749 0.2114
```

Of them, *x* has the highest stability.